[1]
Below is 8 unconnected molecules or ions with the total composition C49H44Br2F7NO, with properties calculated with ωB97M-V/def2-TZVPD.

Summary:
Frontier orbital gap (eV): 8.7603
HOMO level (eV): -8.93
2S+1: 1
Total energy (Ha): -7870.43050
Molar mass (g/mol): 955.7
SMILES: C/C(Br)=C(\Br)[C@@H]1CCC(=O)N1.Fc1ccccc1.Fc1ccccc1.Fc1ccccc1.Fc1ccccc1.Fc1ccccc1.Fc1ccccc1.Fc1ccccc1
Total charge: 0

Last column: Mulliken charge in e.
CARTESIAN COORDINATES (ANGSTROEM)
Br: -2.7882 -3.7536 1.3808  -0.174
C: 1.0387 1.9367 -2.0873  -0.351
H: 0.8751 1.0678 -1.4585  0.414
C: 0.4511 -1.8997 7.3242  -0.454
C: -3.6858 -3.6170 4.3667  -0.894
H: 5.5883 -5.0813 -9.7670  0.358
C: 0.1837 -0.0596 5.7738  -0.025
C: -4.3824 6.1103 -3.6992  -0.475
H: -1.6580 8.5741 -4.9453  0.394
H: -4.8466 -3.6152 4.5620  0.261
C: 1.6070 6.3066 5.5997  0.320
C: 4.8532 -2.3714 -4.8577  -0.402
H: 1.6261 -1.4854 9.0834  0.358
C: 2.2673 -4.3841 -10.0633  -0.449
C: 1.9223 1.8545 -3.1577  0.114
H: 2.0538 0.8787 8.4553  0.363
C: -6.5168 -7.3804 6.6002  -0.396
F: 1.4374 7.0209 6.7202  -0.315
C: -6.2739 -8.7282 6.3313  -0.457
C: -1.3155 -0.5417 1.0398  -0.456
C: 0.3739 3.1368 -1.8368  -0.153
F: -0.8231 6.7086 -3.3451  -0.284
C: -3.1876 -1.1863 3.0840  -0.007
C: -5.7400 -6.8137 4.3951  0.362
C: 0.6995 5.3437 3.5906  -0.352
H: 0.5755 0.7145 0.5194  0.146
H: -2.6280 1.6017 2.9912  0.326
C: 6.0090 -0.4043 -4.0467  -0.528
C: -2.0941 6.8509 -3.7440  0.361
H: 2.8462 2.8594 -4.8128  0.427
O: -1.0920 3.2148 1.2464  -0.586
H: 8.1508 -0.6077 -3.8276  0.405
C: -3.0582 5.9584 -3.2887  -0.186
C: 0.5907 4.2386 -2.6656  -0.740
C: 2.8659 5.8010 5.2946  -0.388
H: -0.3123 3.2131 -0.9967  0.191
C: 4.4338 -3.9269 -8.3594  -0.074
C: 2.1489 2.9481 -3.9861  -0.230
H: -6.4177 -5.3645 5.8245  0.364
H: 2.0968 4.2480 2.3682  0.472
H: 0.2463 -2.9321 7.5882  0.415
H: 4.0204 4.6466 3.8870  0.374
C: -0.0568 -1.3796 6.1388  0.158
H: 6.1092 -4.0778 -5.2893  0.497
H: 3.8783 -0.5154 -4.3553  0.570
F: 2.5653 0.7034 -3.3949  -0.190
H: 1.1160 -3.2448 -8.6310  0.403
H: -5.5702 -10.1670 4.8851  0.354
C: 0.9410 0.7574 6.6129  -0.636
C: -5.7623 -9.1169 5.0907  -0.351
H: -0.1417 5.1707 2.9236  0.420
H: -6.9189 -7.0807 7.5649  0.355
C: -2.7463 -0.2580 1.8069  0.055
F: 3.0052 -2.7070 -6.9338  -0.243
C: 3.0419 5.0528 4.1305  -0.381
C: -4.7268 7.1457 -4.5694  -0.445
C: 1.4757 4.1452 -3.7426  -0.547
H: -3.1794 -3.2369 5.3630  0.305
H: -0.4519 6.4831 5.0230  0.415
H: 0.2473 0.2461 2.3990  0.225
C: 3.5259 -4.9001 -10.3758  -0.444
C: 2.0893 -3.6456 -8.8937  -0.442
C: -3.7505 8.0341 -5.0268  -0.442
C: 6.0679 -3.0519 -4.9386  -0.365
H: 1.4262 -4.5572 -10.7303  0.350
H: -1.5953 -0.2525 -0.0787  0.241
C: -5.4993 -8.1545 4.1159  -0.446
N: -2.6470 1.2675 2.0026  -0.386
H: 5.9848 0.6277 -3.7056  0.374
C: 7.2406 -2.4053 -4.5646  0.205
H: 3.6978 5.9930 5.9643  0.415
H: -5.7588 7.2622 -4.8934  0.351
C: -0.2288 0.6680 1.3926  -0.296
C: 0.5215 6.0822 4.7602  -0.458
C: -1.3284 1.8996 1.5095  0.304
C: 3.1749 -3.4213 -8.0543  0.330
H: -0.7600 -1.5587 1.2310  0.373
H: -6.4831 -9.4796 7.0897  0.357
H: 3.6646 -5.4799 -11.2858  0.351
F: -5.4826 -5.8893 3.4604  -0.287
H: 1.1267 1.7934 6.3401  0.523
C: 4.8250 -1.0482 -4.4146  -0.373
H: -0.2194 0.3212 4.8413  0.419
H: -5.1096 -8.4384 3.1438  0.401
C: 1.4594 0.2432 7.8024  -0.506
C: 7.2222 -1.0888 -4.1171  -0.373
H: 5.2657 -3.7348 -7.6897  0.385
H: 0.0693 5.1739 -2.4734  0.683
H: -5.1447 5.4225 -3.3413  0.349
H: -2.7714 5.1539 -2.6197  0.464
C: -6.2432 -6.4174 5.6292  -0.238
H: 3.9299 -2.8718 -5.1396  0.350
F: 8.4067 -3.0607 -4.6367  -0.316
C: -2.4282 7.8887 -4.6071  -0.454
H: -3.3232 -4.7421 4.2265  0.268
H: -3.5081 -0.3081 0.9091  0.320
F: -0.7891 -2.1628 5.3357  -0.161
Br: -3.7540 -0.3723 4.8659  -0.169
C: 1.9581 4.8277 3.2782  -0.537
C: -3.2464 -2.6981 3.0473  0.111
C: 1.2180 -1.0861 8.1582  -0.439
C: 4.6098 -4.6750 -9.5234  -0.548
H: -4.0206 8.8375 -5.7076  0.350
H: 1.6400 5.0037 -4.3891  0.392

[2]
Below is a molecular structure, C49H44BrFN11O8S3SeY, with properties calculated with ωB97M-V/def2-TZVPD.

Summary:
Frontier orbital gap (eV): 4.3098
HOMO level (eV): -6.44
2S+1: 1
Total energy (Ha): -9406.28542
Molar mass (g/mol): 1277.9
Total charge: 0

Last column: Mulliken charge in e.
CARTESIAN COORDINATES (ANGSTROEM)
S: 1.6680 1.3170 1.9498  -0.441
H: -5.2810 6.1983 6.2113  0.316
H: 4.4750 -3.0233 0.5194  0.306
O: -2.4000 0.1542 -0.4406  0.142
H: -1.8677 -7.0529 2.9293  0.415
C: -1.6147 -0.1119 3.6622  -0.863
H: -2.2063 6.5516 7.8550  0.371
H: -1.8212 -0.6321 8.7352  0.257
C: -3.0992 -5.3001 2.8609  -0.767
C: -4.3286 2.6548 -1.8537  -0.284
H: -0.5921 -0.4571 7.3993  0.359
H: 3.0805 0.0169 -4.2409  0.457
Se: -2.6044 -2.5516 -2.8818  -0.232
C: 1.8887 1.0501 -2.0689  -0.982
O: 1.5638 -6.3743 -3.3335  -0.448
C: 3.4867 -5.5874 -0.0690  0.163
H: 6.3758 -7.1395 -0.7190  0.418
C: -6.3923 3.0612 -0.7189  0.072
C: -3.5722 -4.2318 2.1152  -0.444
C: 2.4585 -0.7006 -3.7216  -0.960
H: -5.9892 3.7119 -2.7206  0.438
C: -1.7621 -6.1376 1.0071  -0.634
O: 2.3762 -8.4131 -1.7257  -0.722
C: -4.2996 -2.0924 -0.0042  -1.484
H: -2.0197 3.5893 2.0563  0.901
C: -2.6746 -3.4935 -1.3011  -0.364
C: -5.9373 2.3880 0.4022  -0.860
H: 2.4637 1.7998 -2.6070  0.321
H: -0.3744 -3.2586 0.8858  1.015
C: -2.2308 3.5269 3.1173  -0.491
N: 4.5206 -7.8442 -1.2081  -0.657
Y: -0.2642 -0.1394 0.1931  -0.195
C: 1.7380 -0.3031 -2.6097  1.025
C: -2.9520 7.0349 5.5204  -0.719
H: -3.6915 2.7636 -2.7216  0.476
C: -2.3483 2.1930 5.1317  -0.350
O: -1.3586 -1.3886 1.7120  0.653
C: -2.2321 -5.0609 0.2726  -0.183
C: 3.1880 -7.5912 -1.1573  0.527
C: 1.6019 -2.9050 -3.4153  -1.285
C: -1.8643 -0.1261 4.9919  -0.597
N: -3.3904 -3.2043 -0.1848  0.371
C: -4.4873 5.6438 6.7282  -0.734
C: 2.7787 -4.3577 0.3950  1.228
H: -1.0813 -6.8581 0.5784  0.543
C: 1.4479 2.6269 0.8554  0.799
H: -1.9252 7.0733 5.1611  0.532
C: -3.8554 1.9754 -0.7401  -0.160
H: -4.1296 8.4343 6.7452  0.353
C: 1.3977 -4.4139 0.5496  -0.837
C: 0.6777 5.2393 0.1745  -0.808
H: -4.5008 -1.6545 -0.9783  0.433
N: 1.3826 1.3065 -0.9308  1.124
C: -4.2201 6.2558 8.1135  -0.720
C: 0.7017 -3.2469 0.7686  -0.702
C: 0.8844 -2.4136 -2.3323  -0.363
C: -3.1215 -4.1358 0.8088  1.007
H: 2.9588 -2.3667 -4.9843  0.455
Br: -8.1331 3.8206 -0.6979  -0.217
N: -3.0217 7.1596 7.9684  -0.159
O: -0.1280 -7.0754 -1.7469  -0.340
N: 0.9411 -1.1476 -1.9276  0.284
H: 5.5621 -4.9923 0.2428  0.373
N: 1.2854 -2.0411 0.7711  0.740
C: -2.2168 -6.2330 2.3153  -0.688
H: -5.0458 6.8633 8.4786  0.373
C: -3.1390 7.9844 6.7188  -0.736
S: 1.1980 4.2219 1.5744  -0.098
N: -2.1838 0.9622 5.7470  0.309
H: -2.8892 7.7355 8.7975  0.321
C: 5.3099 -6.9267 -0.6853  -0.194
C: 3.4009 -3.1272 0.5856  -1.236
H: -3.6031 7.3734 4.7105  0.428
N: 1.4993 2.5803 -0.4431  -1.634
O: -1.3036 1.3487 1.8007  0.326
H: 1.1642 6.2100 0.2541  0.402
C: 2.3914 -2.0264 -4.1280  -0.502
H: -5.2247 -2.4691 0.4349  0.383
H: -2.3930 8.7741 6.7486  0.377
H: -6.5727 2.2884 1.2717  0.453
C: -1.6476 1.1453 2.9663  0.601
H: -4.2471 -3.4990 2.5367  0.428
N: -1.9723 -4.6258 -1.0226  0.345
H: -4.8287 4.6188 6.8370  0.513
C: -2.0941 2.2997 3.7600  0.801
C: 2.6211 -1.9961 0.7542  -0.681
C: -2.3907 0.8115 7.1645  -0.296
O: -1.0178 -2.3985 3.6945  -0.748
H: -3.4327 0.7674 7.4627  0.430
H: -3.8458 -1.3375 0.6318  0.247
H: -0.6015 2.0129 7.6571  0.264
H: -1.7888 -1.0697 5.5168  0.934
H: 1.5300 -3.9527 -3.6672  0.551
O: -1.4723 2.0976 -0.9333  -0.499
C: -5.6079 3.1921 -1.8526  -0.590
C: -2.4706 1.3994 -0.7098  0.735
C: -2.8764 4.5530 5.2034  -1.370
H: -3.4144 -5.4094 3.8903  0.366
C: -1.4194 -0.0208 7.9407  -1.017
S: 0.8430 -7.4943 -2.7503  0.330
C: -2.7323 3.3329 5.8446  -0.254
H: -1.8154 1.8844 9.0260  0.302
C: -2.6312 4.6210 3.8301  -0.203
N: -3.2400 5.6871 5.9857  0.392
H: 0.2388 -3.0741 -1.7709  0.970
N: 2.6714 -6.5264 -0.5156  -0.256
H: 3.0628 -1.0077 0.8098  0.382
H: 0.9825 4.7489 -0.7456  0.286
H: -3.9604 5.5075 8.8597  0.421
H: -4.2944 1.2822 1.2354  0.446
H: -0.4041 5.3606 0.1761  0.213
C: -1.4212 1.4696 8.1078  -0.481
C: -4.6655 1.8354 0.3800  -0.024
H: -2.8828 3.2782 6.9141  0.776
F: -2.8058 5.7991 3.1844  -0.391
C: -1.2843 -1.4410 2.9887  -0.003
C: 4.8658 -5.7294 -0.1278  -0.847
H: -1.4019 -5.1054 -1.7057  0.287
H: 0.8874 -5.3590 0.4311  0.488